# 1
18
Properties=species:S:1:pos:R:3:nbo_charge:R:1 method="wB97M-V/def2-TZVPD" smiles="[NH2+]=CCP([O-])n1ccn[nH+]1" charge=+1 multiplicity=1 homo_energy_ev="-12.54 / -12.54" gap_ha="0.297 / 0.297"
N -2.393 0.979 0.742 -0.621
C -2.215 0.029 -0.138 0.245
C -0.967 -0.608 -0.347 -0.800
P 0.098 0.883 -1.036 1.377
O -0.078 1.974 -0.028 -1.144
N 1.725 0.230 -0.470 -0.383
C 2.509 -0.818 -0.494 0.001
C 3.660 -0.428 0.191 -0.069
N 3.507 0.829 0.557 -0.124
N 2.357 1.270 0.147 -0.124
H -1.665 1.356 1.320 0.448
H -3.306 1.286 0.912 0.422
H -2.921 0.011 -0.908 0.229
H -0.856 -1.293 -1.092 0.257
H -0.159 -0.901 0.446 0.285
H 2.246 -1.823 -0.997 0.277
H 4.430 -0.956 0.555 0.240
H 1.931 2.163 0.347 0.484


# 2
120
Properties=species:S:1:pos:R:3:mulliken_charge:R:1 method="wB97M-V/def2-TZVPD" charge=0 multiplicity=1 homo_energy_ev=-9.96 gap_ha=0.345
H -1.106 -4.120 -4.371 0.297
H -1.518 -2.838 -5.032 0.266
O -0.762 -3.430 -4.945 -0.568
H 0.204 3.575 4.260 0.289
H -0.980 4.581 4.546 0.258
O -0.403 4.210 3.874 -0.535
H -2.721 1.664 -2.965 0.183
H -3.685 0.735 -3.733 0.254
O -2.899 0.743 -3.179 -0.389
H -3.092 2.355 0.916 0.025
H -3.703 3.682 1.155 0.318
O -3.248 2.982 1.629 -0.564
H 1.340 -1.970 5.932 0.333
H 0.790 -0.514 6.495 0.297
O 1.278 -1.022 5.845 -0.646
H -2.129 0.531 5.258 0.342
O -2.147 1.270 5.880 -0.677
H 4.771 2.830 3.009 0.320
O 4.206 2.436 3.661 -0.621
H -0.301 0.606 3.280 0.050
H 0.499 -0.248 4.588 0.298
O -0.217 -0.075 3.948 -0.347
H 5.686 -1.881 1.783 0.287
H 5.592 -0.910 2.901 0.321
O 6.230 -1.255 2.264 -0.622
H -1.773 0.105 -4.895 0.333
H -0.277 0.139 -4.468 0.321
O -0.881 0.218 -5.210 -0.762
H 2.644 4.764 2.646 0.253
H 1.709 5.943 3.005 0.242
O 1.795 5.162 2.453 -0.490
H 0.377 0.232 -2.102 -0.299
O -0.175 0.815 -1.512 -0.130
H -5.988 -1.712 2.307 0.352
H -5.172 -2.954 2.223 0.293
O -5.957 -2.559 1.826 -0.673
H 2.999 -4.032 -2.527 0.244
H 1.777 -3.909 -3.514 0.281
O 2.583 -4.388 -3.306 -0.659
H -5.218 2.026 -1.286 0.314
H -5.642 3.317 -1.983 0.302
O -5.850 2.379 -1.924 -0.626
H 3.196 4.609 -2.425 0.364
H 3.527 3.197 -2.988 0.295
O 3.396 4.117 -3.216 -0.639
H -0.362 -3.227 0.959 0.322
H -1.128 -2.068 0.258 -0.070
O -0.942 -2.470 1.119 -0.324
H -0.464 5.183 1.146 0.233
H 0.780 4.740 0.566 0.279
O -0.096 5.025 0.263 -0.547
H 1.823 -2.101 -0.267 -0.056
O 1.511 -2.579 -1.062 0.309
H -1.665 1.514 2.092 0.050
H -2.125 0.162 1.315 -0.335
O -1.589 0.571 1.995 0.968
H 1.242 4.958 -2.971 0.306
O 1.421 5.491 -2.185 -0.587
H -5.245 0.707 2.601 0.298
H -4.160 -0.358 3.081 0.429
O -5.096 -0.209 2.863 -0.713
H 3.680 -0.764 -0.406 0.290
H 4.456 -2.097 -0.255 0.237
O 3.683 -1.625 0.069 -0.427
H -1.964 -3.328 2.131 0.275
H -3.019 -4.386 1.734 0.440
O -2.732 -3.830 2.473 -0.820
H 0.694 -2.829 3.433 0.393
H 1.593 -1.668 3.686 0.247
O 1.609 -2.618 3.646 -0.701
H 0.657 1.011 0.612 0.140
H 0.536 0.512 2.027 -0.160
O 1.177 0.846 1.413 -0.162
H 0.460 -0.949 -6.065 0.213
H 1.833 -0.905 -6.629 0.262
O 1.359 -1.151 -5.830 -0.570
H 6.371 1.945 -0.188 0.307
H 5.382 2.271 -1.350 0.297
O 5.926 2.653 -0.659 -0.618
H -2.145 -1.266 3.178 0.141
H -2.886 -2.486 3.725 0.353
O -2.881 -1.501 3.758 -0.711
H -3.320 -1.575 -2.834 0.354
H -1.828 -1.207 -2.973 -0.026
O -2.522 -1.752 -3.336 -0.611
H 1.434 -1.004 -3.940 -0.472
H 0.616 -1.722 -2.797 -0.137
O 0.960 -0.885 -3.108 1.195
H 3.528 -3.886 1.686 0.263
O 2.860 -4.098 1.044 -0.534
H 2.444 1.223 -0.644 0.072
H 2.942 0.845 0.555 0.384
O 3.345 1.027 -0.322 -0.477
H 2.180 -3.265 -1.118 -0.121
H -2.050 2.053 5.332 0.311
H 1.381 6.364 -2.597 0.274
H 3.362 2.271 3.231 0.285
H -0.517 1.399 -2.190 0.058
H 2.285 -3.351 0.966 0.251
O -4.789 0.183 0.138 -0.699
H -4.751 -0.101 1.089 0.537
H -4.025 0.770 0.172 0.015
O -2.108 -0.518 -0.408 0.691
H -2.965 -0.588 -0.858 0.105
H -1.573 -0.071 -1.111 0.000
O 1.894 1.596 -3.409 -0.538
H 1.918 2.020 -4.276 0.227
H 2.399 0.784 -3.553 0.234
O -3.721 -3.918 0.002 -0.563
H -3.338 -4.321 -0.796 0.308
H -2.876 -3.496 0.230 0.214
O 1.712 -5.991 -0.255 -0.581
H 2.448 -5.377 -0.233 0.301
H 1.680 -6.841 0.132 0.258
O 3.793 -0.741 -4.218 -0.655
H 3.309 -1.191 -4.922 0.286
H 3.547 -1.292 -3.463 0.313
O -2.404 3.867 -1.058 -0.531
H -1.489 3.807 -0.701 0.264
H -2.209 4.403 -1.837 0.271


# 3
89
Properties=species:S:1:pos:R:3:mulliken_charge:R:1 method="wB97M-V/def2-TZVPD" charge=-2 multiplicity=1 homo_energy_ev=-1.75 gap_ha=0.207
Sr -0.152 0.828 -0.094 1.343
N -1.851 0.398 2.017 -0.234
C -3.040 -0.154 1.347 -0.672
C -2.623 -1.299 0.395 0.319
O -3.047 -2.448 0.612 -0.831
N -1.807 -0.894 -0.576 -0.156
C -1.220 -1.899 -1.449 -1.039
C 0.322 -1.820 -1.683 0.839
O 0.819 -2.732 -2.387 -0.977
O 0.975 -0.889 -1.136 -0.477
H -1.433 -0.335 2.583 0.016
H -2.085 1.161 2.637 0.164
H -3.488 0.660 0.772 0.325
H -3.771 -0.573 2.043 0.378
H -1.666 -1.851 -2.451 0.225
H -1.411 -2.910 -1.079 0.311
O -0.650 6.391 -0.083 -0.673
C 0.172 5.488 0.663 -1.423
C -0.566 4.882 1.860 2.611
C -0.826 6.036 2.837 -1.443
O -1.606 5.670 3.985 -0.573
C -1.945 4.328 1.423 -1.866
Se -2.065 3.412 -0.321 -0.366
C 0.280 3.803 2.594 -0.800
Se 1.632 2.759 1.617 -0.622
H -1.238 5.806 -0.597 0.340
H 1.047 6.051 1.004 0.537
H 0.528 4.683 0.025 0.391
H -1.317 6.857 2.303 0.424
H 0.126 6.401 3.230 0.472
H -2.354 5.165 3.648 0.381
H -2.660 5.156 1.389 0.425
H -2.296 3.633 2.193 0.397
H -0.425 3.109 3.064 -0.121
H 0.804 4.277 3.425 0.521
O 2.262 -4.195 -0.662 -0.551
N 2.837 -3.280 0.226 -0.004
C 3.340 -2.270 -0.351 -1.238
C 3.976 -1.146 0.360 0.834
C 5.057 -0.583 -0.323 -0.819
C 5.747 0.507 0.173 -0.777
C 5.348 1.072 1.371 -0.674
C 4.269 0.545 2.061 -0.912
C 3.569 -0.574 1.591 0.956
P 1.935 -0.937 2.344 1.818
C 1.966 -0.104 3.990 0.054
C 0.892 0.726 4.303 0.248
C 0.783 1.318 5.554 -0.489
C 1.765 1.103 6.509 -0.620
C 2.849 0.291 6.209 -0.799
C 2.942 -0.312 4.963 0.346
C 1.997 -2.651 2.999 0.328
C 0.797 -3.351 3.030 -0.398
C 0.741 -4.632 3.567 -0.609
C 1.888 -5.232 4.057 -0.454
C 3.100 -4.550 4.002 -0.774
C 3.150 -3.272 3.475 -0.407
H 1.835 -3.656 -1.378 0.352
H 3.326 -2.203 -1.437 0.431
H 5.336 -1.013 -1.279 0.440
H 6.570 0.928 -0.391 0.373
H 5.833 1.960 1.757 0.388
H 3.928 1.053 2.945 0.203
H 0.162 0.951 3.536 -0.488
H -0.055 1.974 5.762 0.417
H 1.690 1.575 7.483 0.353
H 3.626 0.123 6.947 0.388
H 3.794 -0.942 4.745 0.307
H -0.101 -2.910 2.608 0.252
H -0.205 -5.160 3.575 0.431
H 1.848 -6.237 4.461 0.336
H 4.010 -5.022 4.356 0.369
H 4.104 -2.762 3.394 0.335
N -2.606 1.056 -2.730 -0.185
C -1.522 1.691 -3.209 -0.124
N -0.366 1.689 -2.622 0.703
C 0.571 2.365 -3.382 -0.897
C 1.900 2.567 -3.007 -0.253
C 2.723 3.300 -3.841 -0.812
C 2.244 3.840 -5.037 -0.442
C 0.924 3.655 -5.415 -0.440
C 0.099 2.914 -4.582 0.807
S -1.587 2.511 -4.760 -0.441
H -2.526 0.501 -1.871 0.142
H -3.512 1.388 -3.006 0.220
H 2.264 2.169 -2.068 0.538
H 3.753 3.470 -3.553 0.389
H 2.905 4.418 -5.671 0.346
H 0.547 4.086 -6.335 0.358